A molecular structure, C50H106F6N4O8P3Ti in a non-equilibrium geometry, computed with ωB97M-V with the def2-TZVPD basis set.

Values from the calculation:
- HOMO energy (alpha / beta): -13.5 / -15.2 eV
- Orbital gap (alpha / beta): 5.57 / 7.03 eV
- Maximum force: 2.958 eV Å⁻¹

```
! wB97M-V def2-TZVPD RIJCOSX def2/J DEFGRID3
* xyz 4 4
Ti -1.6182 -1.6519 2.7446
C 1.1755 1.4670 1.2417
C 2.4465 1.4312 0.6082
C 3.1265 0.1278 0.5529
O 4.3305 0.1002 0.1509
C 2.5363 -1.0042 1.1435
C 1.2003 -0.9896 1.5156
C 0.5870 0.2958 1.7251
O -0.5504 0.3077 2.3894
O 0.4707 -2.0500 1.8178
O 3.0495 2.5100 0.2879
H 0.6496 2.4086 1.3602
H 3.0661 -1.9474 1.0760
C -4.4267 3.9355 9.4101
C -4.2041 4.4097 7.9600
C -5.3358 4.0762 6.9856
C -4.8338 3.9022 5.5566
P -6.1569 3.9921 4.3059
C -7.0118 5.5558 4.6238
C -6.1096 6.8129 4.6504
C -6.8980 7.9865 5.2336
C -7.0631 7.9020 6.7572
C -5.4390 4.1459 2.6311
C -4.3795 3.0860 2.3466
C -3.7553 3.2437 0.9499
C -2.8094 2.0926 0.5899
C -7.3050 2.6014 4.3848
C -8.3456 2.4403 3.2837
C -9.4672 3.4726 3.1811
C -10.6421 2.9625 2.3584
H -3.4877 3.5941 9.8440
H -5.1681 3.1436 9.4807
H -4.7077 4.7849 10.0321
H -3.2367 4.0254 7.6098
H -3.9851 5.4816 7.9754
H -5.9555 4.9774 7.0067
H -5.9155 3.2065 7.2901
H -4.2868 2.9720 5.3843
H -4.2110 4.7365 5.2106
H -7.5785 5.4878 5.5526
H -7.7002 5.7273 3.7930
H -5.8581 7.0245 3.6094
H -5.1965 6.7033 5.2413
H -7.9082 7.9985 4.8163
H -6.3692 8.9024 4.9731
H -7.8534 7.2069 7.0450
H -7.3979 8.8549 7.1611
H -6.0897 7.6192 7.1624
H -4.9549 5.1245 2.7448
H -6.2238 4.2238 1.8815
H -4.8478 2.0937 2.3346
H -3.5963 3.0678 3.1070
H -3.1261 4.1442 0.9887
H -4.5462 3.3729 0.2125
H -3.3201 1.1222 0.6282
H -1.9269 1.9742 1.2170
H -2.6003 2.1981 -0.4779
H -7.7832 2.7603 5.3613
H -6.7118 1.6923 4.4803
H -8.8107 1.4682 3.4976
H -7.8764 2.2286 2.3161
H -9.0401 4.3278 2.6409
H -9.7453 3.8109 4.1798
H -10.3763 2.1607 1.6724
H -11.1614 3.7811 1.8644
H -11.4130 2.5493 3.0155
C 3.0416 -10.0906 -8.6861
C 2.4114 -9.0749 -7.7365
C 3.2308 -7.7910 -7.6267
C 2.5256 -6.8657 -6.6130
P 3.3722 -5.2876 -6.2667
C 4.2967 -5.4358 -4.7133
C 5.1161 -4.2587 -4.1888
C 5.7292 -4.5673 -2.8149
C 6.0388 -3.3683 -1.9230
C 4.4927 -4.7265 -7.5652
C 5.6840 -5.6554 -7.8699
C 5.9149 -5.8800 -9.3596
C 6.6293 -4.7195 -10.0553
C 2.0060 -4.1343 -5.9867
C 0.9274 -4.5692 -4.9863
C -0.0665 -3.4162 -4.7036
C -1.3486 -3.6043 -5.5046
H 3.9646 -10.5310 -8.3006
H 3.2829 -9.6364 -9.6519
H 2.3911 -10.9240 -8.9512
H 2.0176 -9.5706 -6.8496
H 1.5120 -8.7605 -8.2903
H 3.2494 -7.3126 -8.6044
H 4.2457 -8.0243 -7.3075
H 2.2816 -7.4135 -5.7040
H 1.5941 -6.5331 -7.0816
H 4.9760 -6.2933 -4.7631
H 3.4610 -5.7484 -4.0716
H 4.4890 -3.3591 -4.1383
H 5.8928 -4.0460 -4.9277
H 6.6487 -5.1306 -2.9842
H 5.0190 -5.2368 -2.3164
H 5.1727 -2.7275 -1.7309
H 6.7704 -2.7332 -2.4308
H 6.4488 -3.7008 -0.9723
H 4.8734 -3.7555 -7.2314
H 3.9256 -4.5056 -8.4733
H 5.6189 -6.5872 -7.3037
H 6.6232 -5.2707 -7.4567
H 5.0102 -6.2295 -9.8722
H 6.4885 -6.8067 -9.4849
H 7.6894 -4.8835 -10.2114
H 6.3964 -3.7756 -9.5553
H 6.1822 -4.5631 -11.0406
H 1.5923 -4.0167 -6.9999
H 2.3459 -3.1165 -5.7727
H 1.4050 -4.8024 -4.0309
H 0.4319 -5.4463 -5.4000
H 0.3958 -2.4928 -5.0493
H -0.3279 -3.4232 -3.6459
H -2.0961 -2.8152 -5.4140
H -1.8739 -4.5518 -5.3804
H -1.0848 -3.5759 -6.5705
C 5.5328 2.1509 -2.4343
C 6.8303 1.8616 -1.7726
O 7.9110 2.0044 -2.2220
N 6.6606 1.3991 -0.3619
H 5.7283 0.9321 -0.3045
H 7.4150 0.7582 -0.1170
C 6.7402 2.4985 0.6766
H 5.6201 2.7553 -3.3376
H 4.8579 2.6928 -1.7646
H 5.0270 1.2585 -2.8122
H 7.2279 2.0519 1.5327
H 5.7502 2.8946 0.8868
H 7.3072 3.3364 0.2750
C 2.9737 5.6980 -1.9244
C 1.5166 5.4819 -2.1383
O 0.7692 6.1616 -2.7381
N 0.9832 4.1277 -1.6195
H 1.0972 3.4461 -2.3745
H 1.6620 3.7868 -0.8972
C -0.3863 4.2248 -1.0605
H 3.2091 6.6736 -2.3339
H 3.5175 4.8803 -2.4071
H 3.2665 5.6166 -0.8751
H -0.6667 3.1955 -0.8576
H -1.0869 4.6905 -1.7470
H -0.3974 4.8380 -0.1641
C 1.9752 -4.2733 -0.3693
C 2.9121 -4.6113 0.7342
O 4.0336 -4.9678 0.6608
N 2.3678 -4.4430 2.1582
H 1.5954 -3.7398 2.1878
H 1.9094 -5.3088 2.4598
C 3.4319 -4.0557 3.1404
H 2.3795 -4.6345 -1.3087
H 1.7185 -3.2141 -0.3865
H 1.0427 -4.8179 -0.1713
H 3.7351 -3.0292 2.9734
H 4.2426 -4.7590 2.9870
H 3.0180 -4.1875 4.1357
C 0.3065 1.1357 5.7805
C -0.1435 2.4833 5.3533
O -0.6133 3.3764 5.9651
N 0.3573 2.8370 3.9634
H 0.4032 2.0315 3.3128
H -0.4313 3.3734 3.5869
C 1.5589 3.7476 3.9373
H 0.3853 0.9955 6.8511
H 1.3128 1.1126 5.3384
H -0.3029 0.3873 5.2871
H 2.2219 3.3803 4.7171
H 1.2364 4.7655 4.1129
H 2.0476 3.6208 2.9735
P -3.5244 -0.4343 4.9553
F -4.2821 -1.6658 5.5357
F -3.6789 -0.9685 3.3797
F -4.8042 0.4841 4.8994
F -2.6142 0.7743 4.3307
F -3.1388 0.0726 6.4102
F -2.0599 -1.3085 4.8953
*
```

Atom charges from the Löwdin analysis, given in e for atoms 1 to 6: 1.29, -0.02, -0.38, -0.36, -0.07, 0.02

4 unconnected molecules or ions with the total composition C36H37F9O11S2 in a non-equilibrium geometry, computed with ωB97M-V with the def2-TZVPD basis set.

Values from the calculation:
- HOMO energy: -8.8 eV
- Orbital gap: 6.95 eV
- Structure (SMILES): CC(C)=CCC[C@H](C)CC[C@@H]1COS(=O)(=O)[C@H](S(=O)(=O)C(F)(F)C(F)(F)C(F)(F)C(F)(F)F)C1.O=C1C=CC(=O)C=C1.O=C1C=CC(=O)C=C1.O=C1C=CC(=O)C=C1
- Maximum force: 1.776 eV Å⁻¹

```
! wB97M-V def2-TZVPD RIJCOSX def2/J DEFGRID3
* xyz 0 1
C 3.6860 -1.3496 -1.1098
C 4.2865 -0.0055 -1.4534
C 5.3185 -0.0148 -2.5477
C 3.8793 1.0935 -0.8062
C 4.0801 2.4988 -1.3160
C 3.0476 2.8333 -2.3875
C 1.5715 2.8907 -1.9196
C 1.3805 3.1489 -0.4216
C 0.8229 1.6262 -2.3551
C -0.7061 1.7703 -2.3246
C -1.3616 0.6673 -3.1902
C -2.3114 1.2020 -4.2399
O -2.5485 0.1592 -5.2180
S -3.3492 -1.0983 -4.6544
O -3.1358 -2.1500 -5.5909
O -4.6852 -0.7051 -4.3669
C -2.4930 -1.5393 -3.1150
S -3.4718 -2.6218 -2.0297
O -3.4935 -2.0128 -0.7310
O -4.7513 -2.9618 -2.5609
C -2.5649 -4.2440 -1.7911
F -3.1595 -4.7578 -0.6977
F -2.8240 -5.0600 -2.8213
C -1.0322 -4.1067 -1.5315
F -0.7591 -4.6936 -0.3541
F -0.6836 -2.8031 -1.4040
C -0.0935 -4.7695 -2.5799
F -0.3710 -6.0819 -2.7134
F 1.1578 -4.6642 -2.0642
C -0.0178 -4.0916 -3.9714
F 0.8388 -4.8122 -4.7182
F -1.2042 -4.0685 -4.5798
F 0.4678 -2.8397 -3.8598
C -2.2082 -0.2422 -2.2944
H 2.7211 -1.2000 -0.6419
H 3.5093 -1.8908 -2.0334
H 4.3334 -1.9470 -0.4751
H 5.1834 -0.9098 -3.1432
H 6.3173 -0.0434 -2.1236
H 5.2511 0.8498 -3.1940
H 3.3479 0.9476 0.1231
H 5.0608 2.5544 -1.7778
H 4.0893 3.2153 -0.5039
H 3.3180 3.7899 -2.8257
H 3.1294 2.0873 -3.1717
H 1.1078 3.7185 -2.4512
H 0.4295 3.6519 -0.2727
H 1.3593 2.2064 0.1166
H 2.1399 3.7895 0.0066
H 1.1356 0.7901 -1.7350
H 1.1010 1.4161 -3.3848
H -1.0225 1.6077 -1.3002
H -1.0134 2.7692 -2.6170
H -0.6238 0.0179 -3.6506
H -1.8958 2.0820 -4.7075
H -3.2721 1.4218 -3.7870
H -1.5295 -1.9489 -3.3821
H -3.1488 0.2325 -2.0453
H -1.6848 -0.5242 -1.3921
O -2.7688 -4.6282 5.8272
C -2.0579 -4.0353 5.0465
C -0.9315 -3.1890 5.5133
C -0.1527 -2.5425 4.6524
C -0.3800 -2.6351 3.2007
O 0.3332 -2.0442 2.4134
C -1.5012 -3.4672 2.7271
C -2.2806 -4.1263 3.5794
H -0.7854 -3.1329 6.5839
H 0.6769 -1.9261 4.9727
H -1.6436 -3.5098 1.6555
H -3.1064 -4.7464 3.2543
O -1.8454 -0.0375 5.0786
C -1.9280 0.7657 4.1710
C -0.8849 0.8533 3.1158
C -0.9756 1.7382 2.1269
C -2.1201 2.6761 2.0316
O -2.1989 3.4825 1.1271
C -3.1622 2.5918 3.0865
C -3.0729 1.7063 4.0787
H -0.0547 0.1650 3.1955
H -0.2250 1.8169 1.3494
H -3.9880 3.2859 3.0008
H -3.8213 1.6280 4.8573
O -0.5349 3.4097 6.1236
C 0.3306 3.5466 5.2831
C 1.6261 2.8328 5.3911
C 2.5729 2.9788 4.4695
C 2.3737 3.8618 3.2930
O 3.2316 3.9798 2.4469
C 1.0805 4.5775 3.1845
C 0.1316 4.4314 4.1069
H 1.7497 2.1922 6.2550
H 3.5240 2.4651 4.5268
H 0.9554 5.2137 2.3177
H -0.8215 4.9411 4.0455
*
```

Atom charges from the Löwdin analysis, given in e for atoms 1 to 6: -0.06, -0.34, -0.05, -0.08, -0.19, -0.16

10 unconnected molecules or ions with the total composition C33H60F6N3O25P in a non-equilibrium geometry, computed with ωB97M-V with the def2-TZVPD basis set.

Values from the calculation:
- HOMO energy: -9.1 eV
- Orbital gap: 9.28 eV
- Structure (SMILES): O=C1OC[C@@H](F)O1.O=C1OC[C@@H](F)O1.O=C1OC[C@@H](F)O1.O=C1OC[C@@H](F)O1.O=C1OC[C@@H](F)O1.O=C1OC[C@@H](F)O1.COP(=O)(OC)OC.COC[C@H](C)N.COC[C@H](C)N.COC[C@H](C)N
- Maximum force: 6.528 eV Å⁻¹

```
! wB97M-V def2-TZVPD RIJCOSX def2/J DEFGRID3
* xyz 0 1
O -1.9496 -0.3042 8.0084
C -1.4912 -0.5217 6.8567
O -0.3982 -1.3102 6.4944
C -0.2106 -1.2418 5.0887
C -1.4681 -0.5489 4.6016
F -2.3294 -1.5989 4.4295
O -1.8957 0.1099 5.7581
H 0.6316 -0.7015 4.6563
H -0.1269 -2.2850 4.7840
H -1.3877 0.0297 3.6814
O -4.3593 1.3998 2.0545
C -4.7141 0.2777 1.5405
O -5.4959 0.0535 0.4597
C -5.7749 -1.2810 0.3618
C -4.6204 -1.8974 1.1185
F -3.5436 -1.8603 0.3383
O -4.5470 -0.9268 2.1384
H -6.7257 -1.5927 0.7941
H -5.8731 -1.6951 -0.6416
H -4.8176 -2.8928 1.5165
O 3.4817 0.1221 -5.8012
C 2.3552 0.4519 -5.4622
O 1.7506 -0.1137 -4.3575
C 0.5527 0.5677 -4.1760
C 0.9106 1.9420 -4.8045
F 1.5111 2.6285 -3.7644
O 1.6874 1.5470 -5.8493
H -0.3000 0.0979 -4.6663
H 0.2832 0.6694 -3.1247
H 0.0050 2.3876 -5.2162
O 6.9439 -4.0752 -3.4359
C 5.8580 -3.5694 -3.2395
O 5.6020 -2.3255 -3.6505
C 4.3085 -1.9720 -3.2635
C 4.0358 -2.9173 -2.1397
F 2.7256 -3.2420 -2.2051
O 4.7721 -4.0066 -2.4871
H 4.0044 -0.9466 -3.0536
H 3.6755 -2.3672 -4.0580
H 4.2520 -2.4472 -1.1804
O -0.8908 4.0185 5.7849
C -0.9956 4.2142 4.5842
O -1.1059 5.4797 4.0051
C -1.1108 5.2283 2.5856
C -1.4331 3.7168 2.4101
F -0.8237 3.2217 1.3323
O -0.9278 3.2391 3.6469
H -1.9039 5.9259 2.3169
H -0.1998 5.2833 1.9896
H -2.4815 3.4317 2.3229
O 3.2830 -3.9242 1.0664
C 3.6880 -3.2292 2.0402
O 4.9737 -3.1020 2.3922
C 5.0528 -2.7341 3.7145
C 3.7734 -2.0084 3.9794
F 3.8957 -0.7004 3.8889
O 2.9052 -2.6133 2.9958
H 5.0176 -3.6753 4.2630
H 5.8784 -2.1265 4.0852
H 3.3718 -2.3345 4.9388
C -5.3982 3.7358 -4.5675
O -5.3780 2.4979 -3.8353
P -3.9945 2.0645 -3.1516
O -2.7419 2.4106 -4.0217
O -3.9587 2.8604 -1.6893
C -2.8890 2.6435 -0.7536
O -4.2631 0.5125 -2.7428
C -3.2383 -0.4199 -3.1644
H -6.0212 4.4399 -4.0161
H -5.9642 3.5622 -5.4827
H -4.4587 4.1641 -4.9168
H -2.7970 3.4694 -0.0482
H -1.9496 2.4378 -1.2667
H -3.1301 1.7547 -0.1704
H -3.6673 -1.0227 -3.9649
H -2.8694 -1.0534 -2.3578
H -2.4113 0.1009 -3.6471
C -0.2634 -2.0914 1.6316
O 0.3765 -0.8266 2.0077
C 0.2056 0.2932 1.0322
C 1.0209 0.2070 -0.2892
C 2.4765 -0.2010 0.0368
N 1.1170 1.5557 -0.8720
H -1.2935 -1.9891 1.2900
H -0.2807 -2.7547 2.4963
H 0.1789 -2.5210 0.7328
H -0.8486 0.4894 0.8366
H 0.5953 1.2001 1.4945
H 0.5870 -0.5168 -0.9791
H 3.2296 0.0673 -0.7040
H 2.4849 -1.2881 -0.0420
H 2.7941 0.0419 1.0508
H 1.4551 1.6102 -1.8222
H 1.6397 2.1490 -0.2437
C 0.3836 -7.2069 1.1032
O -0.9228 -6.8231 0.6809
C -0.8295 -5.8146 -0.3033
C -2.0567 -4.8936 -0.2534
C -3.4871 -5.4589 -0.4476
N -2.0347 -3.7390 -1.0997
H 0.2589 -8.1741 1.5901
H 0.9102 -6.4767 1.7176
H 1.0057 -7.4235 0.2347
H -0.0449 -5.0583 -0.2776
H -0.9150 -6.3374 -1.2559
H -2.0437 -4.5409 0.7779
H -4.2089 -4.6916 -0.1675
H -3.6956 -6.4270 0.0078
H -3.8622 -5.5388 -1.4679
H -2.2318 -3.9440 -2.0688
H -1.1578 -3.2904 -1.3230
C 4.3142 3.2284 0.3942
O 2.9607 3.5629 0.5464
C 2.5166 4.8858 0.5960
C 1.8689 5.4135 -0.8104
C 2.8642 5.7376 -1.9199
N 0.8784 6.4228 -0.4595
H 4.6417 3.0981 -0.6372
H 4.5939 2.2894 0.8717
H 4.9151 3.8769 1.0317
H 1.9613 5.1468 1.4970
H 3.4065 5.5031 0.7185
H 1.3265 4.5540 -1.2042
H 2.2955 5.6621 -2.8467
H 3.8375 5.2503 -1.9773
H 3.1299 6.7945 -1.8965
H 1.4563 7.2465 -0.3714
H 0.3365 6.6278 -1.2869
*
```

Atom charges from the Löwdin analysis, given in e for atoms 1 to 6: 0.11, -0.45, 0.06, -0.09, -0.28, 0.05

DFT total energy across the listed records, respectively: -143170.2485, -106576.8891, -116441.6146 eV.